ORCA calculation (ωB97M-V/def2-TZVPD) on 2 unconnected molecules or ions with the total composition C4H13N2 in a non-equilibrium geometry.

Values from the calculation:
Total charge: +1
Energy above the lowest of the compared OMol25 structures with the same formula, charge and spin: 7.631 eV
F_max: 6.75 eV/A
LUMO: -9.25 eV
Energy: -7325.8563 eV

Last column: natural (NBO) charge in e.
CARTESIAN COORDINATES (ANGSTROEM)
C: 0.2556 1.9031 1.8844  -0.117
N: -1.1331 1.6290 1.8217  -0.697
C: 1.0392 0.8807 0.8454  -0.361
N: 0.2260 0.8381 -0.3126  -0.069
C: 0.4163 -2.2431 -1.4087  -0.567
C: -0.9996 -1.8098 -1.7180  -0.628
H: 0.5598 2.8688 1.4954  0.238
H: 0.5619 1.8484 2.9543  0.244
H: -1.1894 1.1551 0.8551  0.379
H: -1.7666 2.4473 1.7139  0.424
H: 2.0795 1.1600 0.7363  0.244
H: 1.0716 -0.0672 1.3922  0.322
H: 0.8773 -2.4817 -2.4029  0.233
H: 0.7364 1.3893 -0.8519  0.334
H: 1.0384 -1.3483 -0.8313  0.152
H: 0.4803 -3.1662 -0.7765  0.233
H: -1.0430 -0.8574 -2.2555  0.200
H: -1.6024 -2.5121 -2.3197  0.237
H: -1.6083 -1.6341 -0.8215  0.199